P | Below is a 3-piece molecular cluster, C5H13NO2 overall, with properties calculated with the ωB97M-V functional and the def2-TZVPD basis.

Each line ends with the Löwdin charge.
Atoms and positions in Å:
N: -0.520 -1.093 1.693  0.00
C: -1.877 -0.593 1.865  -0.25
C: -2.164 0.360 0.732  -0.29
O: -2.941 0.174 -0.153  0.06
H: 0.118 -0.313 1.557  0.02
H: -0.223 -1.580 2.531  0.07
H: -2.569 -1.440 1.830  0.11
H: -2.034 -0.038 2.809  0.11
H: -1.516 1.263 0.758  0.12
C: 2.392 -0.654 -0.538  -0.05
C: 2.105 0.737 -0.094  -0.33
O: 1.429 1.046 0.850  0.02
H: 2.225 -0.737 -1.611  0.08
H: 1.775 -1.372 -0.005  0.07
H: 3.447 -0.865 -0.350  0.09
H: 2.603 1.516 -0.703  0.12
C: -0.444 0.716 -2.232  -0.04
H: -1.417 1.014 -2.611  0.03
H: -0.547 -0.219 -1.693  0.02
H: -0.081 1.488 -1.574  0.01
H: 0.240 0.591 -3.062  0.02

Results
LUMO level = 0.9 eV
orbital gap = 10.3 eV
structure (SMILES) = NCC=O.CC=O.C
multiplicity = 1
HOMO = -9.3569 eV
total charge = 0

Q | Below is a 2-piece molecular cluster, C5H13NO2 overall, with properties calculated with the ωB97M-V functional and the def2-TZVPD basis.

Each line ends with the Löwdin charge.
Atoms and positions in Å:
C: -1.268 -1.622 -0.531  -0.09
N: -0.673 -0.247 -0.826  -0.12
C: 0.613 -0.223 -0.105  -0.42
C: 0.663 -0.410 1.429  -0.06
C: 1.382 1.059 -0.715  -0.12
C: 2.795 1.024 -0.469  -0.26
O: 3.601 0.152 -0.064  0.00
H: -0.803 -2.251 -1.399  0.12
H: -2.303 -1.399 -0.735  0.05
H: -1.027 -1.797 0.544  0.04
H: -1.228 0.579 -0.521  0.08
H: 1.171 -1.061 -0.591  0.14
H: 0.252 0.346 2.136  0.08
H: -0.049 -1.341 1.613  0.08
H: 1.722 -0.683 1.652  0.08
H: 1.159 1.016 -1.777  0.12
H: 0.846 1.922 -0.288  0.13
H: 3.413 1.942 -0.667  0.12
O: -3.123 1.211 0.229  -0.07
H: -3.395 1.262 1.162  0.05
H: -3.747 0.520 -0.075  0.05

Results
LUMO level = 0.5 eV
orbital gap = 9.2 eV
structure (SMILES) = CN[C@H](C)CC=O.O
multiplicity = 1
HOMO = -8.7528 eV
total charge = 0

Stability verdict: P, ahead by 28.3 kcal/mol

P | Below is C5H13NO2 in the gas phase, with properties calculated with the ωB97M-V functional and the def2-TZVPD basis.

Each line ends with the Löwdin charge.
Atoms and positions in Å:
C: 2.671 -0.336 0.282  -0.12
O: 1.999 0.435 -0.776  -0.25
C: 0.786 1.112 -0.295  -0.16
C: -0.613 0.338 -0.775  -0.27
C: -1.702 0.329 0.450  -0.23
N: -2.106 1.803 0.664  -0.05
O: -0.372 -0.967 -1.409  -0.21
C: -0.206 -2.048 -0.424  -0.12
H: 3.671 0.205 0.639  0.11
H: 2.894 -1.419 -0.166  0.11
H: 1.926 -0.497 1.170  0.08
H: 0.784 2.190 -0.809  0.14
H: 0.789 1.339 0.872  0.13
H: -1.075 1.037 -1.624  0.16
H: -1.108 0.041 1.444  0.12
H: -2.630 -0.367 0.289  0.12
H: -2.864 1.845 1.381  0.07
H: -2.470 2.126 -0.267  0.07
H: -1.194 -2.680 -0.398  0.10
H: 0.629 -2.776 -0.870  0.11
H: 0.192 -1.712 0.623  0.09

Results
LUMO level = 0.9 eV
orbital gap = 10.3 eV
structure (SMILES) = COC[C@H](CN)OC
multiplicity = 1
HOMO = -9.3585 eV
total charge = 0

Q | Below is a 3-piece molecular cluster, C5H13NO2 overall, with properties calculated with the ωB97M-V functional and the def2-TZVPD basis.

Each line ends with the Löwdin charge.
Atoms and positions in Å:
C: 2.339 0.439 0.017  0.02
C: 1.476 0.749 -0.965  -0.13
C: 0.134 1.151 -0.587  -0.39
C: -0.417 2.342 -0.298  0.03
N: -0.790 0.132 -0.993  -0.05
C: -2.197 0.336 -0.546  -0.10
H: 2.042 0.729 1.056  0.06
H: 3.248 -0.124 0.200  0.06
H: 1.610 0.443 -2.014  0.12
H: -1.425 2.630 -0.220  0.02
H: 0.127 3.180 0.071  0.04
H: -0.374 -0.772 -0.918  0.06
H: -2.557 1.221 -1.087  0.08
H: -2.817 -0.526 -0.675  0.06
H: -2.124 0.402 0.586  0.10
O: 0.781 -1.162 2.085  -0.01
H: 0.127 -1.717 2.572  0.08
H: 1.102 -0.425 2.426  -0.06
O: -0.386 -2.837 -0.342  0.05
H: -0.193 -3.153 0.492  0.00
H: 0.292 -3.038 -0.860  -0.02

Results
LUMO level = 0.5 eV
orbital gap = 8.1 eV
structure (SMILES) = C=CC(=C)NC.O.O
multiplicity = 1
HOMO = -7.6472 eV
total charge = 0

Stability verdict: Q, ahead by 13.1 kcal/mol

P | Below is a 3-piece molecular cluster, C5H13NO2 overall, with properties calculated with the ωB97M-V functional and the def2-TZVPD basis.

Each line ends with the Löwdin charge.
Atoms and positions in Å:
C: 0.832 -0.529 2.858  0.00
C: 0.293 -1.047 1.751  -0.19
C: 0.074 -0.393 0.393  -0.27
C: 0.802 -0.973 -0.759  -0.13
C: 1.154 -0.148 -1.738  -0.22
N: 2.126 -0.334 -2.722  0.05
H: 0.769 -0.996 3.809  0.03
H: 1.295 0.453 3.082  0.07
H: 0.095 -2.108 1.541  0.10
H: -1.068 -0.432 0.297  0.12
H: 0.246 0.681 0.568  0.11
H: 1.142 -1.976 -0.540  0.10
H: 0.802 0.827 -1.890  0.10
H: 2.003 0.174 -3.572  0.07
H: 2.719 -1.151 -2.747  0.09
O: -2.234 0.298 -2.144  -0.07
H: -1.348 0.334 -1.710  0.00
H: -2.570 -0.581 -1.945  0.04
O: -2.038 2.405 2.424  -0.06
H: -1.850 1.861 3.191  0.03
H: -1.534 2.081 1.667  0.02

Results
LUMO level = 0.8 eV
orbital gap = 9.2 eV
structure (SMILES) = C=CC/C=C/N.O.O
multiplicity = 1
HOMO = -8.4036 eV
total charge = 0

Q | Below is a 2-piece molecular cluster, C5H13NO2 overall, with properties calculated with the ωB97M-V functional and the def2-TZVPD basis.

Each line ends with the Löwdin charge.
Atoms and positions in Å:
C: 0.220 2.709 1.030  -0.09
C: 1.202 1.724 0.450  -0.26
N: 0.541 0.510 0.073  -0.14
C: 0.337 -0.403 1.054  -0.31
O: -0.016 -1.571 0.886  0.01
C: 0.367 0.263 -1.329  -0.22
C: -1.118 0.067 -1.669  -0.08
H: -0.578 2.870 0.287  0.08
H: 0.718 3.673 1.227  0.08
H: -0.239 2.353 1.968  0.08
H: 1.641 2.168 -0.464  0.12
H: 2.027 1.546 1.167  0.13
H: 0.419 0.167 2.011  0.14
H: 0.711 1.133 -1.920  0.12
H: 1.009 -0.599 -1.595  0.13
H: -1.623 1.043 -1.577  0.07
H: -1.565 -0.631 -0.941  0.07
H: -1.292 -0.326 -2.685  0.08
O: -0.563 -5.745 0.704  -0.09
H: -0.764 -4.870 0.303  0.04
H: -1.433 -6.081 1.018  0.04

Results
LUMO level = 0.8 eV
orbital gap = 10.2 eV
structure (SMILES) = CCN(C=O)CC.O
multiplicity = 1
HOMO = -9.3891 eV
total charge = 0

Stability verdict: Q, ahead by 46.8 kcal/mol

P | Below is C5H7N3 in the gas phase, with properties calculated with the ωB97M-V functional and the def2-TZVPD basis.

Each line ends with the Löwdin charge.
Atoms and positions in Å:
C: 0.729 -0.573 0.377  -0.10
C: -1.354 0.466 1.198  0.22
C: -0.513 -0.541 1.237  -0.38
C: 0.764 1.859 -2.838  -0.05
C: -0.786 -1.812 1.939  -0.12
N: 0.987 0.277 -0.529  0.05
N: 0.150 2.117 -1.732  -0.04
N: 0.301 1.353 -0.717  -0.09
H: 1.304 -1.518 0.446  0.13
H: -1.158 1.310 0.620  0.00
H: 0.646 2.529 -3.646  0.03
H: 1.677 1.190 -3.068  0.09
H: -0.009 -2.310 2.513  0.07
H: -1.515 -1.719 2.845  0.11
H: -1.224 -2.629 1.354  0.08

Results
LUMO level (spin up / spin down) = -0.7 / -1.2 eV
orbital gap (spin up / spin down) = 7.7 / 7.1 eV
multiplicity = 1
HOMO (spin up / spin down) = -8.3613 / -8.2900 eV
total charge = 0

Q | Below is a 2-piece molecular cluster, C5H7N3 overall, with properties calculated with the ωB97M-V functional and the def2-TZVPD basis.

Each line ends with the Löwdin charge.
Atoms and positions in Å:
C: -2.991 -0.213 0.140  -0.15
C: -2.493 1.214 -0.016  -0.09
C: -0.840 -0.080 0.188  -0.40
C: 0.353 -0.586 0.156  0.08
C: 1.160 -1.781 0.274  -0.07
N: -2.007 -0.974 0.158  0.10
N: 1.953 1.893 -0.512  0.08
N: -1.219 1.230 0.079  0.08
H: -4.038 -0.646 0.188  0.12
H: -2.954 2.156 -0.007  0.08
H: 0.612 -2.669 -0.002  0.09
H: 1.499 -1.889 1.282  0.08
H: 1.962 -1.604 -0.401  0.07
H: 1.259 2.118 -1.343  0.03
H: 1.615 2.372 0.239  -0.10

Results
LUMO level (spin up / spin down) = 0.0 / -0.4 eV
orbital gap (spin up / spin down) = 9.6 / 8.6 eV
multiplicity = 1
HOMO (spin up / spin down) = -9.6908 / -8.9825 eV
total charge = 0

R | Below is C5H7N3 in the gas phase, with properties calculated with the ωB97M-V functional and the def2-TZVPD basis.

Each line ends with the Löwdin charge.
Atoms and positions in Å:
C: -2.304 0.303 -0.142  -0.36
C: -1.833 -0.944 -0.145  -0.15
C: 0.177 0.917 1.100  0.08
C: 0.536 -1.349 0.434  -0.17
C: 1.187 0.524 -0.998  -0.04
N: -2.897 1.307 -0.283  0.10
N: -0.896 -1.653 0.051  0.06
N: 0.818 0.038 0.327  -0.22
H: 0.208 1.991 0.691  0.13
H: -0.433 0.537 1.776  0.04
H: 0.429 -1.711 1.375  0.09
H: 1.281 -1.954 -0.177  0.15
H: 0.297 0.644 -1.691  0.12
H: 1.584 1.531 -0.852  0.09
H: 1.845 -0.182 -1.465  0.08

Results
LUMO level (spin up / spin down) = -0.6 / -0.6 eV
orbital gap (spin up / spin down) = 5.9 / 5.9 eV
multiplicity = 1
HOMO (spin up / spin down) = -6.5006 / -6.5003 eV
total charge = 0

S | Below is C5H7N3 as an isolated structure, with properties calculated with the ωB97M-V functional and the def2-TZVPD basis.

Each line ends with the Löwdin charge.
Atoms and positions in Å:
C: -1.675 -0.438 0.480  -0.23
C: -0.402 -1.264 0.508  -0.10
C: 1.943 -0.111 -0.203  -0.08
C: 2.061 1.187 -0.591  -0.19
C: 0.080 0.865 -0.585  -0.41
H: -1.972 0.043 1.507  0.13
H: -2.510 -1.131 0.226  0.10
H: -0.612 -2.071 -0.186  0.10
H: -0.205 -1.444 1.733  0.18
H: 2.627 -1.165 -0.251  0.17
H: 2.873 1.847 -0.722  0.08
H: -2.190 1.468 -0.315  0.14
N: 0.543 -0.315 -0.222  -0.05
N: 0.881 1.815 -0.861  0.12
N: -1.441 0.714 -0.518  0.03

Results
LUMO level = 0.8 eV
orbital gap = 8.8 eV
multiplicity = 1
HOMO = -8.0553 eV
total charge = 0

Stability verdict: S, ahead by 69.0 kcal/mol